(1)
Molecular formula: C27H35BF4HfN4P2
Method: DFT, wB97M-V/def2-TZVPD

```
74
Properties=species:S:1:pos:R:3:forces:R:3
Hf 0.176942 -3.181374 -3.671468 1.7 5.3 2.3
C 0.392900 -2.874278 1.286631 -0.3 -0.4 -0.6
C 0.463557 -3.693788 0.220201 0.0 0.3 -0.8
C -0.649247 -4.188446 -0.718209 1.3 -0.4 0.7
C -1.574831 -3.321464 -1.548338 -1.7 -0.1 -0.1
C -2.519700 -2.415648 -0.743919 0.6 -0.7 -1.6
C -2.619319 -2.457412 0.564529 -2.0 0.1 1.5
C -2.113095 -3.327480 1.680840 1.0 0.2 0.8
C -0.781921 -2.696950 2.198190 -0.4 0.5 -0.3
C 0.096226 -1.293589 -4.913123 0.4 -1.1 0.1
H 1.274123 -2.273101 1.494706 0.3 -0.7 0.7
H 1.426480 -4.165023 -0.043559 0.0 1.3 -0.3
H -1.378428 -4.701850 -0.095035 -0.1 -0.6 -0.6
H -0.167759 -4.966077 -1.366556 -0.9 0.6 0.6
H -1.199828 -2.493897 -2.335893 -0.4 -1.0 0.8
H -2.260849 -4.122865 -1.993408 0.6 1.3 -0.3
H -3.252956 -1.889580 -1.372102 0.6 0.3 0.5
H -3.384480 -1.788220 0.972240 0.1 0.0 -0.3
H -2.038812 -4.405546 1.447772 0.2 0.6 0.1
H -2.796753 -3.308507 2.550671 0.0 0.3 -0.7
H -0.935917 -1.604676 2.362261 0.0 -0.7 0.1
H -0.523719 -3.131809 3.184111 0.0 0.2 -0.5
H 0.168997 -0.294289 -4.440103 0.2 -0.9 0.3
H -0.959524 -1.421738 -5.168003 -0.6 0.0 -0.5
H 0.699702 -1.248986 -5.830399 -0.3 -0.2 0.0
P -1.744698 -4.939567 -4.306615 -6.6 -6.9 -3.4
P 1.301086 -5.928024 -2.782085 1.6 -7.7 2.0
N -3.556191 -5.465863 -3.890936 1.3 1.6 0.4
N -2.059170 -5.527950 -5.996799 1.1 1.4 0.7
N 0.555767 -7.046654 -1.409376 0.5 1.1 -1.0
N 2.788834 -7.291805 -3.072741 -0.4 2.8 -1.2
C -1.203371 -6.630664 -3.807542 1.8 0.2 0.9
C 0.304419 -6.779893 -4.043013 -0.1 0.6 -0.5
C -4.551547 -4.546524 -3.629314 -1.2 -0.2 0.7
C -5.756222 -5.220340 -3.390275 1.1 0.5 -0.5
C -5.508834 -6.615259 -3.592235 1.6 0.8 -0.1
C -4.150031 -6.740063 -3.892074 -0.4 -0.5 0.4
C -1.922721 -4.634655 -7.044136 0.1 -0.6 -1.2
C -2.140704 -5.300016 -8.241156 0.2 0.5 0.8
C -2.455862 -6.657807 -7.927734 0.4 0.8 1.3
C -2.398007 -6.768883 -6.540407 0.2 -0.1 -0.6
C 0.616422 -6.889341 -0.019298 0.0 -0.9 0.6
C 0.232629 -8.073023 0.605201 0.4 1.3 -0.8
C -0.144537 -8.989160 -0.428989 0.5 1.0 -0.9
C 0.096833 -8.362837 -1.654973 -0.6 -0.8 0.7
C 3.085896 -8.633780 -2.884361 0.9 -1.0 0.7
C 4.288755 -8.961782 -3.548690 -1.6 1.2 0.0
C 4.664924 -7.805707 -4.295253 -1.2 0.6 0.3
C 3.696117 -6.839005 -4.019126 1.2 -0.2 0.1
H -1.656380 -7.471431 -4.342074 -0.4 0.9 0.0
H -1.416743 -6.738939 -2.743800 -0.1 -0.1 0.0
H 0.634488 -7.829761 -4.087556 -0.1 0.6 -0.1
H 0.630526 -6.296601 -4.975823 -0.2 -0.4 -0.4
H -4.304712 -3.488636 -3.620885 -0.3 -0.2 0.1
H -6.701758 -4.757042 -3.130754 0.2 -0.1 -0.1
H -6.218206 -7.435555 -3.513289 0.3 0.3 -0.1
H -3.593292 -7.662309 -4.058761 -0.3 0.6 0.1
H -1.683694 -3.617117 -6.799708 0.0 0.4 -0.3
H -2.054185 -4.860000 -9.221739 -0.1 0.0 0.0
H -2.693154 -7.454279 -8.625165 0.0 0.2 0.2
H -2.581164 -7.648851 -5.949047 -0.1 0.2 -0.1
H 0.871453 -5.950721 0.464068 0.2 -0.5 -0.3
H 0.287948 -8.210243 1.686339 -0.3 -0.1 -0.5
H -0.584285 -9.973733 -0.287437 0.3 0.3 -0.2
H -0.126347 -8.800938 -2.646876 0.4 0.6 1.0
H 2.543705 -9.281045 -2.216667 -0.2 0.2 0.1
H 4.802984 -9.921543 -3.548730 -0.4 0.3 0.2
H 5.503863 -7.678503 -4.973198 -0.2 -0.1 0.2
H 3.627235 -5.821473 -4.356971 0.2 0.3 -0.1
F 0.748970 -1.749479 -2.417829 -0.3 -2.7 -1.0
B 0.166374 2.732804 1.243736 -0.1 0.5 -0.1
F 0.984289 2.459293 0.208448 -0.8 0.0 1.2
F -0.800636 3.654526 1.052527 1.1 -1.3 0.4
F 0.319190 2.098648 2.426101 -0.3 0.7 -1.5
```
Positions in Å, forces in eV/Å.

Its HOMO energy is -13.1 eV. Its total charge is +2. The calculation puts the molecular weight at 742.847 g/mol.

Löwdin population analysis, charges in e, atoms 1 to 6: 1.6174, -0.0587, -0.1128, -0.2593, -0.2775, -0.0752

(2)
Molecular formula: C27H27BrClN5O3ReS
Method: DFT, wB97M-V/def2-TZVPD

```
66
Properties=species:S:1:pos:R:3:forces:R:3
Re -0.393261 0.335703 -0.285876 -2.1 -0.2 0.2
O -4.493309 0.638280 0.621739 0.0 0.1 0.0
C -3.321765 0.748097 0.362554 -0.5 1.4 0.5
O -2.561229 -0.175116 -0.094708 2.9 -0.5 -1.0
C -2.617324 2.105128 0.572699 -0.6 -0.5 0.0
C -3.334043 3.234645 0.936096 0.2 0.0 0.0
C -2.655226 4.428705 1.121376 0.1 -0.2 -0.1
C -1.276129 4.444422 0.956100 -0.1 -0.2 0.0
C -0.633152 3.277055 0.589818 0.1 0.4 0.1
N -1.288880 2.127446 0.392387 0.4 -0.5 -0.1
H -4.401987 3.151529 1.068542 -0.1 -0.1 0.0
H -3.180700 5.333960 1.377741 -0.1 0.1 0.1
H -0.708676 5.345394 1.117031 0.1 0.1 0.0
H 0.440822 3.251553 0.443240 0.0 0.0 0.0
N 0.020897 -1.122471 6.747250 -0.3 0.4 0.0
C 0.351607 -1.779583 5.642844 0.6 -1.1 0.3
S 1.200029 -3.199596 5.649999 -0.1 0.1 0.0
C 0.049123 -1.220880 4.315728 -0.2 0.6 -0.5
C 0.454349 0.065016 3.957882 -0.3 -0.4 0.1
C 0.321471 0.469126 2.646708 0.0 0.2 0.0
N -0.230021 -0.286102 1.685263 0.0 -0.1 1.1
C -0.689298 -1.495871 2.050474 -0.2 -0.3 0.3
C -0.543166 -2.004775 3.323058 -0.1 0.3 0.1
H 0.238330 -1.531242 7.646419 0.0 0.1 -0.1
H -0.541030 -0.285086 6.725775 0.0 -0.1 0.0
H 0.913581 0.725532 4.673996 0.1 0.1 0.1
H 0.694723 1.440239 2.350926 -0.1 0.0 -0.1
H -1.190928 -2.077401 1.285174 0.0 0.1 0.0
H -0.877434 -3.004547 3.550852 0.0 -0.1 0.0
Br -3.644082 0.131673 -5.025197 0.4 0.2 0.3
C -2.170105 0.953194 -4.148115 0.0 0.0 -0.2
C -1.502845 2.029088 -4.726321 -0.1 -0.3 0.2
C -0.415284 2.547224 -4.039733 -0.1 -0.1 0.1
C -0.047604 2.002394 -2.821832 0.1 0.2 -0.1
N -0.711860 0.987071 -2.243438 -0.2 0.2 -0.6
C -1.756110 0.473624 -2.912299 -0.6 -0.1 -0.5
H -1.834229 2.444710 -5.665529 0.0 0.0 -0.1
H 0.141039 3.380160 -4.436378 0.1 0.1 0.0
H 0.796224 2.397058 -2.268572 0.0 0.0 0.0
H -2.316777 -0.317981 -2.433311 0.0 0.0 0.2
Cl 4.175912 0.373943 3.773342 -0.1 0.0 -0.1
C 3.368460 -0.442729 2.492866 -0.1 -0.2 -0.3
C 2.964008 -1.761844 2.666054 0.3 0.3 0.0
C 2.286412 -2.414426 1.653827 0.0 0.1 -0.4
C 2.031437 -1.781141 0.442049 0.1 0.2 -0.1
C 1.353236 -2.533527 -0.669749 0.9 -0.8 0.7
C 2.456547 -0.460028 0.266605 0.1 -0.2 0.0
C 3.117227 0.208889 1.290724 0.1 0.0 0.0
H 3.184442 -2.272603 3.589643 -0.1 -0.1 0.1
H 1.968373 -3.431451 1.815204 -0.1 -0.2 0.0
H 0.747545 -3.355447 -0.273729 -0.1 0.2 -0.1
H 2.106312 -2.955975 -1.348995 -0.2 0.1 0.0
H 2.374887 0.030973 -0.701839 -0.1 0.1 -0.1
H 3.460617 1.222957 1.152366 0.0 0.1 0.0
C 0.021022 -2.146220 -5.019789 -0.5 -0.5 -1.0
N 0.595143 -1.771128 -3.756059 -1.2 -0.7 3.2
C 1.791724 -0.972339 -3.828358 1.0 0.7 0.2
C 0.041412 -2.111373 -2.596689 1.5 1.4 -1.7
O 0.519769 -1.615216 -1.434478 -0.3 -0.1 -1.0
H -0.313604 -1.255119 -5.558372 0.0 0.0 0.2
H -0.824921 -2.814620 -4.881334 0.0 0.0 0.0
H 0.774660 -2.638270 -5.640242 0.0 0.0 0.2
H 2.560990 -1.507862 -4.391043 -0.2 -0.1 0.0
H 2.175458 -0.764385 -2.831963 -0.1 0.0 -0.1
H 1.590114 -0.026369 -4.336644 -0.1 -0.1 0.0
H -0.812924 -2.772063 -2.583755 -0.2 -0.1 0.0
```
Positions in Å, forces in eV/Å.

Its HOMO energy (alpha / beta) is -12.7 / -12.4 eV. Its expectation value of S² is 0.7578. Its total charge is +2. The calculation puts the molecular weight at 803.176 g/mol. Its spin multiplicity is 2.

natural (NBO) population analysis, charges in e, atoms 1 to 6: 1.0733, -0.5676, 0.7454, -0.7384, 0.0921, -0.1834

(3)
Molecular formula: C5H12As2Cl6F12Ni2O10P2Y2
Method: DFT, wB97M-V/def2-TZVPD

```
53
Properties=species:S:1:pos:R:3:forces:R:3
Y 0.938248 -1.065162 -2.017232 -1.5 0.2 0.5
Y 1.743507 2.848303 -1.398278 0.8 -2.1 0.8
Ni -2.260211 -0.078616 -1.324588 1.0 -1.4 0.0
Ni 2.758006 0.174899 0.425083 -0.4 0.7 -0.3
C -1.935970 -3.106390 -1.823088 -0.1 -0.2 -0.2
O -1.340288 -1.833241 -1.901207 0.1 0.9 0.2
H -2.462875 -3.358146 -2.752595 0.0 0.0 0.0
H -2.659462 -3.156466 -1.006843 0.1 -0.1 0.0
H -1.182599 -3.884557 -1.654586 0.0 0.0 0.1
C 3.059215 3.095124 1.804397 0.1 0.0 0.1
O 2.871101 2.199784 0.739659 -0.3 -0.3 -1.1
H 4.034318 2.937602 2.276925 -0.1 0.0 0.1
H 3.062272 4.141961 1.457754 0.0 -0.1 0.0
H 2.271123 3.015069 2.561844 0.0 -0.1 0.0
P -0.270237 0.779710 0.171096 -0.4 0.1 -5.0
O -1.733584 0.440121 0.522253 0.7 0.5 2.5
O 0.828332 -0.315272 0.258578 0.1 0.2 3.2
O 0.160917 2.254160 -0.062636 -0.1 0.3 3.0
O -0.452749 0.529487 -1.370751 -1.0 -0.5 -2.7
P 3.361567 0.370359 -2.429984 -6.2 3.2 3.7
O 3.655812 1.974644 -2.195500 4.5 -1.3 -3.0
O 2.412417 -0.166918 -3.519264 3.4 -0.8 -2.4
O 2.078010 0.801336 -1.592410 -6.6 3.5 2.2
O 3.271471 -0.727479 -1.261418 5.9 -3.2 -1.0
As -0.921833 1.607792 -4.326995 0.6 -0.3 -0.2
F -1.634235 3.123375 -4.521897 -0.2 0.7 0.0
F -2.116471 1.278882 -3.086488 -0.4 0.2 0.2
F -0.234629 0.040314 -3.907667 0.3 0.2 0.0
F 0.267086 1.889853 -5.503268 0.4 0.0 -0.2
F 0.284669 2.458598 -3.198624 -0.3 -0.1 0.4
F -1.911181 0.856851 -5.466806 -0.5 -0.3 -0.4
As 2.504564 -3.403210 0.794343 0.1 0.4 0.4
F 1.002327 -3.254774 1.581931 -0.5 0.2 0.2
F 1.662148 -2.748937 -0.689602 -0.1 -0.1 -0.2
F 3.945534 -3.360889 -0.081218 0.5 0.1 -0.5
F 3.282555 -3.966121 2.187368 0.2 -0.1 0.5
F 2.123208 -4.951490 0.255989 -0.2 -0.8 -0.4
F 2.845429 -1.714394 1.320751 0.2 0.2 0.0
C -2.418523 3.352035 2.884422 0.4 0.0 -0.3
Cl -1.199244 3.202168 4.150759 0.0 0.1 0.1
Cl -3.664705 4.539561 3.253159 -0.2 0.0 0.1
H -1.917000 3.685485 1.985586 0.1 0.0 -0.1
H -2.851573 2.376065 2.717513 -0.2 -0.1 0.1
C -0.434296 -1.125546 3.447409 0.3 -0.3 0.1
Cl 1.103164 -0.256811 3.507991 0.1 0.2 0.0
Cl -1.631137 -0.357746 4.503385 -0.2 -0.1 -0.2
H -0.777882 -1.168419 2.421824 -0.1 0.2 0.0
H -0.254566 -2.133731 3.799171 0.0 0.0 0.1
C -3.890202 -1.477240 1.747521 0.2 -0.1 0.0
Cl -2.914584 -2.921850 1.928887 0.1 -0.1 0.1
Cl -4.260348 -1.197143 0.024750 -0.4 0.2 -0.5
H -4.839402 -1.630325 2.243599 -0.1 0.1 0.0
H -3.357212 -0.612668 2.119000 0.1 0.0 0.0
```
Positions in Å, forces in eV/Å.

Its HOMO energy (alpha / beta) is -9.9 / -10.1 eV. Its expectation value of S² is 6.0099. Its total charge is 0. The calculation puts the molecular weight at 1179.825 g/mol. Its spin multiplicity is 5.

Löwdin population analysis, charges in e, atoms 1 to 6: 1.6496, 1.7150, 0.7047, 0.8013, -0.2230, -0.4534

Energy above the lowest of the compared OMol25 structures with the same formula, charge and spin across the listed records, respectively: 106.5; 83.7; 62.9 kcal/mol.
Largest force on an atom across the listed records, respectively: 0.1967; 0.0679; 0.1543 hartree/bohr.
Total energy across the listed records, respectively: -2423.158900; -5054.682168; -13157.855702 hartree.